Density functional theory data (ωB97M-V/def2-TZVPD) for a structure of composition C20H33Br3O11S in a non-equilibrium geometry.

```
68
Properties=species:S:1:pos:R:3:mulliken_charge:R:1
O -14.91 17.09 -15.40 -0.5878
C -14.91 16.70 -14.27 0.3801
O -15.08 17.55 -13.23 -0.3128
C -14.92 16.88 -11.98 -0.2095
C -15.01 15.37 -12.28 -0.5224
C -14.66 15.28 -13.77 -0.0413
H -15.76 17.13 -11.34 0.2899
H -13.97 17.16 -11.53 0.1536
H -16.00 14.95 -12.09 0.3115
H -14.28 14.85 -11.66 0.2356
H -15.29 14.64 -14.38 0.3476
H -13.58 15.20 -13.93 -0.0439
O -8.54 12.70 -12.72 -0.5602
C -9.12 13.27 -11.85 0.4965
O -9.53 12.62 -10.72 -0.3849
C -10.47 13.40 -9.97 -0.4119
C -10.65 14.73 -10.70 0.0252
C -9.58 14.70 -11.80 0.6615
H -10.13 13.53 -8.94 0.2863
H -11.38 12.80 -9.93 0.2473
H -10.53 15.56 -10.00 0.2762
H -11.65 14.87 -11.13 -0.2070
H -8.84 15.45 -11.53 -0.5188
H -9.93 15.05 -12.76 0.0032
O -4.25 15.85 -13.55 -0.5901
C -5.03 16.70 -13.22 0.4279
O -5.72 17.42 -14.14 -0.3633
C -6.76 18.20 -13.51 0.1271
C -6.70 17.86 -12.01 0.5080
C -5.31 17.28 -11.85 -0.5059
H -7.75 18.00 -13.90 0.1241
H -6.49 19.24 -13.66 0.0249
H -7.40 17.07 -11.74 -0.5661
H -6.85 18.74 -11.39 0.3380
H -5.10 16.56 -11.07 0.3335
H -4.50 18.01 -11.71 0.2605
O -8.60 20.62 -14.58 -0.4736
C -8.54 20.99 -15.73 0.3815
O -8.19 20.14 -16.71 -0.3782
C -8.21 20.78 -17.99 -0.4372
C -8.40 22.28 -17.73 -0.5404
C -8.81 22.36 -16.27 -0.1148
H -9.01 20.39 -18.62 0.2657
H -7.29 20.53 -18.52 0.3080
H -9.05 22.79 -18.44 0.3389
H -7.44 22.79 -17.88 0.2337
H -9.87 22.58 -16.09 0.1266
H -8.32 23.11 -15.65 0.3129
O -11.15 23.18 -14.05 -0.4644
S -11.91 23.23 -12.83 0.9800
O -13.24 22.72 -12.70 -0.5757
O -11.05 22.54 -11.65 -0.2914
C -9.62 22.44 -11.82 0.4060
C -9.00 22.82 -10.50 -1.3753
C -11.82 24.92 -12.22 -0.9755
H -9.24 23.04 -12.65 0.3103
H -9.39 21.42 -12.13 -0.1048
H -7.91 22.76 -10.47 0.3797
H -9.39 22.14 -9.74 0.3233
H -9.32 23.80 -10.13 0.3265
H -12.36 24.97 -11.29 0.3428
H -12.18 25.57 -13.02 0.3798
H -10.75 25.15 -12.24 0.3002
C -11.02 18.72 -13.76 1.2254
Br -10.56 18.62 -11.88 -0.0216
Br -12.57 19.83 -14.11 -0.0318
Br -11.30 16.93 -14.49 -0.0932
H -10.20 19.21 -14.26 -1.0964
```

Output
Spin multiplicity   1
Energy relative to the best compared isomer or geometry (same formula, charge and spin)   0.0 kJ/mol
HOMO level   -9.958 eV